<A>
15
Properties=species:S:1:pos:R:3:lowdin_spin:R:1 method="wB97M-V/def2-TZVPD" lumo_ev="-4.32 / -9.68" s2=0.75 mol_weight_da=91.1 homo_energy_ev="-13.168 / -13.168" multiplicity=2 total_charge=+1
C 0.06 1.40 -3.43 0.127
N 1.07 2.04 -2.52 0.754
H 0.70 -2.35 0.45 0.000
H 1.18 3.14 -2.66 0.019
H 0.77 2.15 -1.54 0.017
H -0.93 1.74 -3.10 0.062
H -0.17 0.34 -3.08 0.022
H 0.60 1.54 -4.36 -0.001
C -0.31 -0.03 2.63 0.000
C -0.42 -1.01 1.53 0.000
O 0.78 -1.46 1.17 0.000
O -1.42 -1.52 1.16 0.000
H 0.36 -0.25 3.41 0.000
H -1.21 0.27 3.13 0.000
H 0.36 0.90 2.39 0.000

<B>
15
Properties=species:S:1:pos:R:3:lowdin_spin:R:1 method="wB97M-V/def2-TZVPD" lumo_ev="-5.22 / -9.67" s2=0.76 mol_weight_da=91.1 homo_energy_ev="-14.302 / -13.908" multiplicity=2 total_charge=+1
O 2.41 0.03 1.87 0.507
C 1.93 0.10 0.79 0.125
C 2.27 -0.85 -0.36 0.101
H 1.31 0.97 0.46 0.079
H 1.70 -0.55 -1.23 0.003
H 1.95 -1.83 -0.02 0.004
H 3.35 -0.84 -0.52 0.001
N -1.12 -0.19 0.32 0.140
C -1.72 0.84 -0.45 0.006
O -3.09 0.64 -0.74 0.029
H -1.31 -0.07 1.31 0.001
H -1.41 -1.09 -0.03 0.001
H -1.67 1.83 0.02 0.000
H -1.16 0.93 -1.38 0.003
H -3.44 0.06 -0.05 0.000

The most stable arrangement is <B>, and the next structure is 0.0301 hartree less stable.